Entry 1:
Formula: C28H44Br3ClILi2N4O17S2
Source: the OMol25 dataset
Level of theory: ωB97M-V/def2-TZVPD

```
102
Properties=species:S:1:pos:R:3:forces:R:3:lowdin_charge:R:1
C 0.841 4.773 0.097 0.5074 1.8701 -0.0311 -0.176
C -0.414 5.508 0.804 -0.3542 -0.9096 -1.8722 -0.685
I 0.302 6.277 2.715 -0.3157 -0.0346 -0.2170 0.763
C -1.715 4.582 0.883 0.3211 -1.2679 0.3211 -0.179
C -1.780 3.661 2.201 -1.5064 0.3249 -1.6833 -0.251
O -0.648 2.751 2.111 -0.1511 -0.0641 3.0833 -0.225
C -0.672 1.826 3.230 -0.3406 0.3038 -2.6473 -0.281
O 0.693 1.787 3.733 -0.8488 -0.0658 -2.0162 -0.116
N 0.747 1.496 5.071 0.1527 2.2734 2.0850 -0.020
O 0.876 2.522 5.669 -0.0330 -1.9892 -0.2195 0.092
C -1.186 0.398 2.609 -0.9060 -0.0780 1.3240 -0.654
N -2.515 0.137 3.280 0.9231 0.1774 -0.2658 -0.002
Cl -1.596 0.551 0.802 0.6895 -0.2617 1.5164 0.735
C -0.204 -0.825 2.927 0.2882 -0.4426 -0.5575 -0.138
C 1.108 -0.886 2.031 3.5992 -0.2052 -2.5327 -0.121
C 2.531 -0.441 2.531 -0.9245 -0.7650 -2.2016 -0.040
C 3.807 -0.480 1.647 -4.1286 -1.2494 -1.2732 -0.209
C 3.677 -1.007 0.147 -2.4297 -0.0891 2.3003 -0.112
C 2.285 -1.506 -0.393 0.7794 2.8035 3.8160 -0.223
C 1.068 -1.428 0.552 1.8543 1.1584 1.3798 -0.102
H 1.129 3.801 0.628 -1.7043 1.9410 -0.6291 -0.011
H 0.676 4.671 -1.032 -0.0657 -0.5014 1.4119 0.100
H 1.735 5.495 0.232 -1.2459 -1.2234 -0.2815 0.073
H -0.693 6.417 0.158 0.7103 -1.3631 1.0821 0.105
H -1.634 3.837 -0.001 -0.1076 1.3389 1.0811 0.131
H -2.705 5.129 0.732 1.5224 -0.4971 0.4272 0.131
H -1.856 4.246 3.177 0.5766 -0.7633 -1.1678 0.089
H -2.732 3.004 2.105 1.2785 1.0988 0.1203 0.123
H -1.386 2.183 4.051 1.1216 -0.5115 -1.0357 0.160
H -3.052 1.024 3.342 0.5229 -0.9832 0.0133 0.073
H -2.375 -0.271 4.216 -0.0473 0.4260 -0.5412 0.080
H -0.794 -1.798 2.760 0.9287 1.5968 0.1678 0.102
H 0.085 -0.812 4.041 -0.3672 0.1160 -1.6821 0.127
H 2.561 -0.044 3.612 0.2541 -0.7219 -1.9636 0.092
H 4.778 -0.110 2.124 -1.3262 -0.2389 -0.8756 0.058
H 4.603 -1.009 -0.514 -1.4781 0.1443 0.7197 0.074
H 2.150 -1.907 -1.454 0.5593 1.7813 1.8350 0.028
H 0.035 -1.783 0.195 1.8183 0.7114 0.4051 0.075
Li 2.181 2.699 0.696 0.3374 -0.6890 -0.7783 0.738
C -3.893 -4.270 2.744 -0.8724 0.1809 -0.5487 -0.134
C -3.639 -5.457 3.621 -0.6234 -0.5719 0.3688 -0.133
O -2.218 -5.516 3.676 0.4496 0.6358 -0.2146 0.067
C -1.756 -4.265 3.409 0.6416 0.0119 0.0785 -0.541
O -0.613 -3.924 3.538 -0.7430 -0.2539 -0.0466 0.135
O -2.755 -3.450 2.978 0.6649 -0.3211 0.3381 0.044
H -4.811 -3.745 3.009 0.2289 0.0273 0.0033 0.105
H -3.927 -4.533 1.683 0.0801 0.0199 0.0553 0.139
H -4.028 -5.320 4.633 -0.0017 0.0787 -0.1248 0.114
H -4.051 -6.378 3.205 0.2429 0.0195 0.0337 0.135
O -2.141 2.221 -3.194 -0.2638 -0.5278 0.2129 -0.408
S -0.998 3.158 -3.263 -0.4981 0.7028 -0.4587 0.168
O -0.652 3.410 -4.673 0.0545 -0.2693 0.1120 -0.318
O 0.164 2.555 -2.573 0.5350 -0.4573 0.6430 -0.376
O -1.358 4.432 -2.602 -0.0090 0.2399 0.7050 -0.436
Li 5.450 -1.989 1.596 -0.3843 -0.1668 -0.1683 0.597
N 3.246 3.921 -3.946 -0.7697 0.6635 -0.4264 -0.623
O 2.347 4.757 -4.110 0.4176 -0.0383 0.2096 -0.033
O 4.065 3.694 -4.859 0.2663 -0.4185 -0.2029 -0.098
O 3.336 3.303 -2.862 0.4638 -0.3928 0.8381 -0.125
C 2.055 -5.502 -1.799 -0.2347 -0.1655 -0.1297 -1.553
Br 0.729 -6.072 -3.098 0.2412 0.0662 0.2543 0.572
Br 1.490 -3.905 -0.848 -0.1452 -2.7228 -0.3199 0.797
Br 2.541 -6.934 -0.582 -0.0977 0.2247 -0.1861 0.547
H 2.953 -5.240 -2.356 -0.2467 -0.0537 0.1521 -0.020
O -0.008 -0.173 -4.846 -0.3693 -1.1464 -0.2904 0.153
C -0.659 -1.143 -4.567 0.5523 1.4454 0.4481 -0.515
O -1.133 -1.956 -5.540 -0.0004 -0.6245 -0.7672 -0.006
C -1.743 -3.229 -5.300 -0.0649 0.3348 0.0616 -0.250
C -3.221 -3.074 -5.003 -0.1650 0.0721 0.1451 -0.071
C -1.033 -1.421 -3.141 0.1535 -0.5508 0.5570 0.009
H -1.211 -3.780 -4.519 -0.0664 0.1004 0.0590 0.079
H -1.622 -3.806 -6.221 0.1261 0.2164 -0.0105 0.117
H -3.389 -2.489 -4.096 0.0526 -0.0806 -0.0187 0.070
H -3.693 -4.052 -4.876 0.0120 0.0140 -0.0218 0.072
H -3.721 -2.544 -5.818 0.1077 -0.0944 0.0182 0.085
H -1.923 -0.841 -2.883 0.1398 0.1271 -0.0369 0.099
H -0.204 -1.110 -2.500 -0.1779 0.3388 -0.1602 0.075
H -1.206 -2.475 -2.929 -0.2107 -0.0911 -0.0239 0.053
N -5.976 -3.676 5.183 -0.4696 0.4991 0.3413 0.051
C -5.639 -2.376 5.237 0.0179 -0.5394 -0.0654 -0.138
C -6.429 -1.398 5.818 -0.1058 -0.0596 0.0592 -0.063
C -7.642 -1.778 6.373 -0.0496 0.0557 0.0403 -0.074
C -8.016 -3.113 6.330 0.0682 0.1260 -0.0029 -0.071
C -7.154 -4.016 5.730 0.4733 -0.0342 -0.2444 -0.141
H -4.682 -2.128 4.786 -0.0201 0.0805 -0.0057 0.098
H -6.104 -0.365 5.835 0.0003 -0.0637 -0.0302 0.105
H -8.289 -1.041 6.836 0.0433 -0.0480 -0.0384 0.108
H -8.956 -3.445 6.754 0.0585 -0.0104 -0.0345 0.103
H -7.401 -5.072 5.675 -0.0535 0.0504 0.0273 0.105
O 5.172 3.520 -7.730 0.1149 -0.0681 -0.1871 -0.093
H 4.770 4.367 -7.956 -0.0037 -0.1421 0.2268 0.030
H 4.831 3.330 -6.843 -0.1536 0.2376 0.1842 -0.003
C 9.056 3.114 -5.707 0.2551 0.0293 0.0238 -0.282
S 7.488 2.945 -4.825 -0.8354 0.6967 -0.1429 0.805
O 6.880 4.300 -4.733 0.9108 -0.5910 0.0569 -0.520
C 8.224 2.573 -3.217 0.1989 0.0016 0.1844 -0.285
H 8.842 3.387 -6.742 -0.1565 -0.0328 0.1229 0.049
H 9.662 3.895 -5.244 -0.0733 0.0041 0.0242 0.048
H 9.591 2.162 -5.687 -0.0391 -0.0040 -0.0046 0.041
H 8.883 3.388 -2.911 -0.0428 0.0224 -0.0548 0.049
H 8.787 1.639 -3.280 -0.0186 0.0038 -0.0418 0.039
H 7.421 2.462 -2.487 -0.0698 0.0630 -0.1938 0.045
```
Positions in Å, forces in eV/Å.

Computed properties:
**Maximum force**: 0.0933 Eh/bohr
**Charge**: -1
**E_tot**: -11882.136707 Eh
**HOMO level**: -2.364 eV



Entry 2:
Formula: C3H5FOS
Source: the OMol25 dataset
Level of theory: ωB97M-V/def2-TZVPD

```
11
Properties=species:S:1:pos:R:3:forces:R:3:lowdin_charge:R:1
O -0.688 1.444 1.292 0.4784 -1.1539 1.1914 -0.036
C 0.284 0.533 0.798 -0.0362 -1.3818 0.9062 -0.241
C -0.375 -0.251 -0.279 -0.1188 1.0454 -0.8451 -0.482
F -1.291 -1.086 0.239 -1.1111 -2.2000 1.0789 0.013
C 0.540 -0.919 -1.262 0.2051 0.6857 -2.1695 -0.523
S 1.697 -0.062 -2.063 -0.7773 -0.9315 0.9292 0.708
H -1.224 0.859 1.854 -0.2347 0.7352 -0.0703 0.100
H 1.023 1.048 0.291 1.6186 1.4723 -0.6339 0.059
H 0.809 -0.183 1.511 -0.9011 1.0717 -0.2166 0.162
H -1.043 0.532 -0.673 0.6878 -0.1061 -1.2245 0.165
H 0.269 -1.915 -1.708 0.1894 0.7630 1.0540 0.076
```
Positions in Å, forces in eV/Å.

Computed properties:
**Maximum force**: 0.0523 Eh/bohr
**E_tot**: -690.539112 Eh
**HOMO level**: -9.224 eV
**Relative energy (zero: lowest compared OMol25 entry of this formula, charge and spin)**: 1.3750 eV
**Structure (SMILES)**: OC[C@H](F)C=S



Entry 3:
Formula: C18H35BaF5NO8Te
Source: the OMol25 dataset
Level of theory: ωB97M-V/def2-TZVPD

```
69
Properties=species:S:1:pos:R:3:forces:R:3:lowdin_charge:R:1
Ba -0.514 0.635 -0.228 0.4896 -1.5051 -0.2597 2.201
C 1.349 2.490 -2.780 -0.0739 0.0138 -0.0627 -0.154
C 2.405 1.787 -1.946 -0.0170 0.0582 -0.0772 -0.160
O 1.977 0.492 -1.529 -0.0407 0.1081 -0.0278 -0.256
C 2.335 -0.572 -2.403 -0.0046 -0.0045 0.0118 -0.165
C 1.654 -1.832 -1.909 0.0020 -0.0179 0.0002 -0.167
O 0.233 -1.756 -1.929 0.0369 0.1391 -0.0235 -0.212
C -0.406 -2.217 -3.111 -0.0135 -0.0320 0.0178 -0.162
C -0.649 -1.108 -4.116 0.0100 0.0044 -0.0245 -0.169
O -1.355 -0.024 -3.539 -0.0541 0.0087 0.0816 -0.148
C -2.768 -0.161 -3.519 -0.0167 0.0046 -0.0213 -0.162
C -3.286 -0.136 -2.100 0.0062 0.0685 0.0411 -0.182
O -2.877 1.106 -1.539 -0.1164 0.1595 0.0124 -0.285
C -3.499 1.466 -0.310 -0.2008 0.1026 -0.0168 -0.212
C -3.043 2.871 0.059 -0.1035 0.1445 0.0409 -0.153
O -1.622 2.988 0.122 -0.1970 -0.0347 -0.3506 -0.356
C -1.005 4.042 -0.617 -0.0336 0.0768 0.0784 -0.153
C -0.710 3.643 -2.051 -0.0510 0.0315 -0.1065 -0.150
O 0.131 2.490 -2.045 0.0790 0.1609 0.2377 -0.302
H 1.187 1.983 -3.737 -0.0023 -0.0073 0.0033 0.134
H 1.677 3.513 -2.984 0.0227 -0.0081 0.0003 0.139
H 2.588 2.354 -1.032 0.0019 0.0060 -0.0030 0.137
H 3.337 1.725 -2.515 0.0287 -0.0179 0.0505 0.141
H 3.420 -0.721 -2.377 -0.0010 0.0018 0.0024 0.143
H 2.051 -0.332 -3.431 -0.0043 0.0003 -0.0030 0.120
H 1.923 -1.994 -0.866 0.0006 -0.0037 0.0017 0.117
H 2.000 -2.686 -2.500 -0.0045 0.0006 -0.0005 0.138
H -1.360 -2.645 -2.794 -0.0015 0.0013 -0.0001 0.132
H 0.175 -3.019 -3.577 -0.0005 -0.0022 0.0093 0.137
H -1.187 -1.514 -4.980 -0.0047 0.0087 0.0020 0.137
H 0.291 -0.699 -4.485 0.0075 -0.0033 0.0006 0.118
H -3.086 -1.086 -4.008 -0.0044 -0.0081 0.0184 0.137
H -3.198 0.681 -4.066 -0.0118 -0.0107 -0.0155 0.141
H -2.870 -0.974 -1.521 -0.0231 0.0003 0.0265 0.127
H -4.376 -0.223 -2.083 -0.0081 0.0113 -0.0387 0.143
H -3.287 0.722 0.476 0.1056 0.1667 0.0109 0.113
H -4.587 1.492 -0.423 0.0012 -0.0317 -0.0123 0.145
H -3.450 3.117 1.042 0.0002 0.0374 -0.0056 0.142
H -3.439 3.575 -0.676 -0.0037 -0.0171 -0.0181 0.142
H -0.070 4.248 -0.093 -0.0122 0.0204 0.0077 0.137
H -1.621 4.944 -0.582 -0.0223 -0.0153 -0.0442 0.146
H -0.227 4.475 -2.568 0.0199 -0.0018 0.0160 0.139
H -1.631 3.391 -2.584 0.0074 0.0026 -0.0155 0.134
F 1.160 0.933 3.617 -0.0336 -0.0223 -0.0162 -0.352
Te -0.200 2.101 3.073 0.3066 -0.0866 0.2322 1.777
F -1.372 3.527 2.786 0.0941 0.0363 -0.1601 -0.352
F 0.821 2.143 1.393 -0.1518 0.5007 0.2363 -0.527
F 0.985 3.459 3.487 0.0232 -0.0546 0.1190 -0.337
F -0.758 2.050 4.835 -0.1123 0.0374 -0.0424 -0.346
O -1.271 0.876 2.328 0.0087 0.0537 0.0764 -0.703
O 0.529 -1.378 1.097 0.0983 0.0026 0.0053 -0.189
C 0.912 -1.676 2.243 -0.0216 -0.1133 -0.0328 -0.491
C -0.054 -2.144 3.302 0.0000 0.0304 0.0111 -0.086
C 0.266 -3.504 3.978 -0.0042 -0.0076 0.0017 -0.163
C 1.597 -4.147 3.590 0.0015 0.0043 0.0021 -0.202
C 2.818 -3.402 4.128 -0.0016 0.0030 -0.0012 -0.173
C 2.712 -1.895 3.906 0.0021 -0.0002 0.0010 -0.161
N 2.199 -1.580 2.579 0.0047 0.0021 0.0039 0.093
H -1.031 -2.166 2.826 -0.0022 -0.0014 0.0045 0.119
H -0.095 -1.344 4.045 0.0027 -0.0001 0.0014 0.116
H -0.535 -4.200 3.730 0.0008 -0.0001 -0.0021 0.110
H 0.233 -3.379 5.063 -0.0041 -0.0013 0.0011 0.118
H 1.661 -4.219 2.500 -0.0006 -0.0016 0.0011 0.113
H 1.616 -5.174 3.959 -0.0018 0.0003 0.0029 0.114
H 3.721 -3.788 3.650 -0.0003 0.0000 0.0023 0.112
H 2.926 -3.581 5.200 -0.0019 0.0001 0.0019 0.118
H 3.680 -1.408 4.014 0.0009 -0.0018 -0.0012 0.129
H 2.053 -1.437 4.645 -0.0012 -0.0004 0.0037 0.119
H 2.815 -1.198 1.879 0.0014 0.0031 0.0035 0.157
```
Positions in Å, forces in eV/Å.

Computed properties:
**Maximum force**: 0.0312 Eh/bohr
**Charge**: +1
**E_tot**: -2156.305858 Eh
**HOMO level**: -12.217 eV
**Relative energy (zero: lowest compared OMol25 entry of this formula, charge and spin)**: 1.0693 eV



Entry 4:
Formula: C5H11BO
Source: the OMol25 dataset
Level of theory: ωB97M-V/def2-TZVPD

```
18
Properties=species:S:1:pos:R:3:forces:R:3:lowdin_charge:R:1
B 0.982 0.499 -0.534 -0.7711 0.1140 0.8405 -0.171
C 0.180 -0.067 0.727 0.1958 -0.9688 -0.5463 -0.155
C -2.387 1.026 -0.930 -0.7709 2.1638 1.1097 0.029
C -1.164 -0.746 0.425 0.0824 1.8992 -1.4385 -0.242
C -2.259 0.308 0.297 1.5679 0.9621 3.2359 -0.327
C 3.363 -0.405 -0.509 -0.7414 -0.0892 0.1014 -0.035
O 2.257 0.497 -0.868 0.6859 -0.7589 -0.3222 -0.044
H 0.702 -0.831 1.290 0.9072 -0.0477 0.2428 0.084
H -0.027 0.748 1.411 0.1851 0.3245 0.1665 0.089
H -2.670 2.082 -0.897 -0.0179 -0.4560 -0.2735 0.060
H -1.940 0.648 -1.766 0.8883 -0.8309 -2.2552 0.008
H -1.094 -1.367 -0.449 0.0073 -0.1651 -0.8041 0.106
H -1.480 -1.409 1.158 -0.1560 -1.1538 1.8513 0.081
H -2.113 1.006 1.245 0.1910 -0.5616 -1.8530 0.148
H -3.125 -0.088 0.717 -2.3434 -1.2208 -0.0765 0.076
H 3.340 -1.292 -1.197 0.3182 1.1603 0.2163 0.097
H 3.175 -0.872 0.494 0.4964 0.8981 -0.5536 0.091
H 4.261 0.264 -0.612 -0.7249 -1.2693 0.3584 0.105
```
Positions in Å, forces in eV/Å.

Computed properties:
**Maximum force**: 0.0724 Eh/bohr
**E_tot**: -297.047671 Eh
**HOMO level (alpha / beta)**: -7.573 / -6.477 eV
**Relative energy (zero: lowest compared OMol25 entry of this formula, charge and spin)**: 4.0993 eV



Entry 5:
Formula: C9H14
Source: the OMol25 dataset
Level of theory: ωB97M-V/def2-TZVPD

```
23
Properties=species:S:1:pos:R:3:forces:R:3:lowdin_charge:R:1
C 0.802 1.941 -0.927 -0.8275 0.8277 3.3795 -0.067
C 0.875 0.462 -0.731 0.3762 0.6451 0.1674 -0.288
C 0.342 -0.379 -1.737 -0.1559 1.9603 -0.8404 -0.093
C 0.520 -1.701 -1.635 2.2109 -2.6103 2.0225 -0.095
C 1.317 -2.225 -0.551 -2.2167 -0.7202 -1.1916 -0.061
C 1.491 -1.401 0.500 1.9839 -0.7326 1.5790 -0.158
C 1.462 -0.058 0.459 -1.9689 2.3059 -2.3248 -0.064
H -0.089 2.249 -1.446 -0.1616 0.1183 -0.5758 0.070
H 1.696 2.331 -1.346 0.7044 0.4431 -0.6884 0.063
H 0.702 2.451 0.137 0.3458 -0.8832 -2.0653 0.105
H -0.157 -0.048 -2.713 0.5806 0.1693 1.8910 0.146
H 0.033 -2.361 -2.285 -0.2282 -0.9276 -1.2348 0.085
H 1.637 -3.249 -0.303 -0.7830 0.2024 -1.0449 0.111
H 1.820 -1.854 1.395 0.6107 -0.4952 0.9979 0.097
H 1.733 0.598 1.289 -0.0947 -0.2865 -0.3669 0.121
C -1.358 0.936 1.653 -1.2983 -2.4151 0.4292 -0.131
C -2.208 -0.209 0.702 2.3084 2.7097 1.7269 -0.080
H -1.922 1.179 2.535 -1.0971 0.6142 0.0916 0.027
H -0.518 0.493 2.225 0.0769 -0.0634 -1.1935 0.047
H -1.085 1.843 1.143 0.1268 0.0252 -0.3100 0.023
H -2.914 -0.758 1.372 1.3082 -0.3325 -0.5893 0.055
H -2.893 0.402 0.097 0.6024 -0.3253 -0.4163 0.042
H -1.285 -0.641 0.166 -2.4032 -0.2293 0.5572 0.047
```
Positions in Å, forces in eV/Å.

Computed properties:
**Maximum force**: 0.0773 Eh/bohr
**E_tot**: -351.250341 Eh
**HOMO level**: -8.761 eV
**Relative energy (zero: lowest compared OMol25 entry of this formula, charge and spin)**: 2.1728 eV
**Structure (SMILES)**: Cc1ccccc1.CC



Entry 6:
Formula: CH4OS2
Source: the OMol25 dataset
Level of theory: ωB97M-V/def2-TZVPD

```
8
Properties=species:S:1:pos:R:3:forces:R:3:lowdin_charge:R:1
O 0.769 -0.642 -0.294 0.2707 -0.5355 -0.8086 -0.062
C 1.775 -0.297 0.499 -0.6908 -0.0655 1.1129 -0.806
S 3.234 -0.970 0.558 0.1397 0.1319 -0.1985 0.674
H 1.098 -1.356 -0.888 -0.2309 0.4581 0.3071 0.108
H 1.376 0.414 1.241 0.4855 0.0142 -0.4182 0.079
S -2.515 0.992 0.252 -0.6064 0.0321 -1.1981 0.437
H -2.185 0.353 -0.895 0.2792 -0.0192 0.4973 -0.221
H -3.552 1.507 -0.475 0.3530 -0.0160 0.7060 -0.210
```
Positions in Å, forces in eV/Å.

Computed properties:
**Maximum force**: 0.0261 Eh/bohr
**E_tot**: -912.085222 Eh
**HOMO level (alpha / beta)**: -9.321 / -9.321 eV
**Relative energy (zero: lowest compared OMol25 entry of this formula, charge and spin)**: 0.1721 eV
**Structure (SMILES)**: OC=S.S



Q: The lowest maximum force belongs to which entry?
A: CH4OS2



Q: Which formula does entry 2 have?
A: C3H5FOS



Q: Number 3 is which compound?
A: C18H35BaF5NO8Te



Q: E_tot of number 2 (C3H5FOS)?
A: -690.539112 Eh